Record 1
{"formula": "CH5NS", "method": "ωB97M-V/def2-TZVPD", "symbols": ["S", "N", "C", "H", "H", "H", "H", "H"], "coordinates": [[0.7953, -0.6064, -1.1369], [-1.3029, 0.2625, 1.1921], [-0.4448, 1.2376, 1.3430], [0.1610, 1.4013, 2.3078], [0.9275, -1.2915, -2.2446], [-0.3276, -1.3267, -0.8945], [-0.4301, 2.1282, 0.6451], [-1.2660, -0.4717, 1.9736]], "forces_ev_per_angstrom": [[-0.664, -0.160, 0.525], [1.955, 0.931, 0.932], [-1.616, -0.602, 1.413], [-0.571, -0.499, -1.491], [0.437, -0.331, -0.851], [0.287, 0.469, 0.195], [-0.046, -1.404, 0.435], [0.217, 1.595, -1.157]], "total_charge": 0, "lumo_energy_ev": 1.027, "de_lowest_ev": 0.623, "smiles": "C=N.S"}

---

Record 2
{"formula": "CH5NS2", "method": "ωB97M-V/def2-TZVPD", "symbols": ["S", "S", "N", "C", "H", "H", "H", "H", "H"], "coordinates": [[2.1837, 0.0533, -0.6203], [-0.8574, 0.8778, -0.6378], [-1.6557, -0.6439, -0.4857], [0.6824, 0.3497, 0.3781], [3.0102, 0.5004, 0.3587], [-2.1203, -0.8660, -1.3239], [-2.3603, -0.5409, 0.3367], [0.2236, -0.7304, 0.7446], [0.8939, 1.0000, 1.2496]], "forces_ev_per_angstrom": [[-0.115, 0.520, 0.724], [1.514, -0.557, 0.933], [-0.979, 1.110, 3.271], [-2.092, -2.569, 0.251], [-0.090, -0.193, -0.463], [-0.730, -0.351, -1.096], [1.372, -0.510, -2.213], [1.398, 2.834, -0.667], [-0.278, -0.284, -0.740]], "total_charge": 0, "lumo_energy_ev": 0.682, "de_lowest_ev": 0.887, "smiles": "NSCS"}

---

Record 3
{"formula": "CH5NSi2", "method": "ωB97M-V/def2-TZVPD", "symbols": ["Si", "Si", "N", "C", "H", "H", "H", "H", "H"], "coordinates": [[-1.3676, 0.0295, -1.4820], [2.9402, 0.5358, 0.9420], [0.5368, -0.2541, 0.8075], [-0.3764, 0.0196, 0.1226], [3.0427, 1.2277, 2.2286], [-2.7603, 0.4039, -1.2963], [-0.7853, 0.7974, -2.6008], [-1.3505, -1.4435, -1.6906], [3.4548, -0.8416, 1.2044]], "forces_ev_per_angstrom": [[-0.136, -0.964, 0.089], [-0.296, 0.226, -1.948], [-1.790, 1.102, -1.150], [2.247, -0.591, 0.873], [-0.100, -0.205, 1.097], [-0.188, 0.304, 0.282], [0.244, -0.015, 0.386], [0.057, 0.324, -0.261], [-0.038, -0.181, 0.632]], "total_charge": 0, "lumo_energy_ev": -0.152, "de_lowest_ev": 1.869}

---

Record 4
{"formula": "CH5OS", "method": "ωB97M-V/def2-TZVPD", "symbols": ["S", "O", "C", "H", "H", "H", "H", "H"], "coordinates": [[-1.7590, -1.7251, -0.7045], [0.8092, 1.4563, -0.4123], [0.8717, 0.4741, 0.6311], [-3.0627, -1.9507, -0.8764], [0.2457, -0.3621, 0.3266], [1.8980, 0.1446, 0.7782], [0.5563, 0.9870, -1.2327], [0.4407, 0.9761, 1.4901]], "forces_ev_per_angstrom": [[0.286, 0.009, 0.004], [0.176, -0.252, -0.926], [-0.557, 0.335, -0.960], [-0.208, -0.004, -0.056], [-0.077, -0.190, 0.451], [0.163, 0.031, 0.289], [0.047, 0.377, 0.751], [0.170, -0.305, 0.447]], "total_charge": -1, "lumo_energy_ev": 4.140, "de_lowest_ev": 0.500}

---

Record 5
{"formula": "CH5P", "method": "ωB97M-V/def2-TZVPD", "symbols": ["P", "C", "H", "H", "H", "H", "H"], "coordinates": [[-1.0783, -0.6714, -0.1677], [0.3640, 0.6806, -0.0983], [-0.1909, -1.6790, -0.8196], [-0.8556, -0.9051, 1.1781], [-0.2093, 1.5599, 0.2077], [1.0123, 0.6929, -1.0074], [0.9578, 0.3221, 0.7073]], "forces_ev_per_angstrom": [[1.833, 0.671, -1.695], [-1.435, -1.286, -0.707], [-0.868, 0.551, 1.083], [0.070, -0.807, 0.534], [0.765, 0.314, -0.487], [-1.010, 0.490, 0.607], [0.644, 0.066, 0.666]], "total_charge": 0, "lumo_energy_ev": 0.978, "de_lowest_ev": 0.255, "smiles": "CP"}

---

Record 6
{"formula": "CH5PS", "method": "ωB97M-V/def2-TZVPD", "symbols": ["S", "P", "C", "H", "H", "H", "H", "H"], "coordinates": [[1.7153, -0.5124, 0.1094], [-1.4341, -0.0909, 0.4473], [0.3184, 0.6294, 0.2426], [1.1171, -0.7702, -1.0376], [-1.7002, -0.3168, -0.9378], [-0.8384, -1.3472, 0.6129], [0.3423, 1.1430, 1.2142], [0.4797, 1.2651, -0.6510]], "forces_ev_per_angstrom": [[-0.413, -0.059, 0.163], [0.790, 0.065, -0.893], [-0.586, 0.799, 0.726], [0.565, -0.941, -0.781], [0.013, -0.061, 0.213], [-0.398, -0.510, 0.165], [0.747, 0.471, -0.622], [-0.718, 0.236, 1.029]], "total_charge": 0, "lumo_energy_ev": 0.786, "de_lowest_ev": 0.995, "smiles": "PCS"}

---

Record 7
{"formula": "CH5PS2", "method": "ωB97M-V/def2-TZVPD", "symbols": ["S", "S", "P", "C", "H", "H", "H", "H", "H"], "coordinates": [[0.2823, 0.7939, 0.4759], [-2.1769, 2.6766, -1.5520], [-0.3399, -1.0651, 0.5587], [1.3066, -2.0299, 0.5199], [1.2197, -2.9559, 0.1178], [-1.4478, 2.3057, -0.5030], [1.6664, -2.2729, 1.5812], [2.0258, -1.3943, 0.1780], [-2.5362, 3.9420, -1.3764]], "forces_ev_per_angstrom": [[-0.409, -1.206, 0.136], [-0.452, -0.910, -1.376], [1.554, 0.597, 0.026], [-1.890, 1.212, 4.248], [-0.244, -2.638, -1.863], [-0.010, 0.726, 0.543], [-0.863, 0.528, -0.961], [1.979, 1.432, -1.519], [0.336, 0.260, 0.767]], "total_charge": 0, "lumo_energy_ev": -1.515, "de_lowest_ev": 1.754, "smiles": "CP=S.S"}

---

Record 8
{"formula": "CH5S3", "method": "ωB97M-V/def2-TZVPD", "symbols": ["S", "S", "S", "C", "H", "H", "H", "H", "H"], "coordinates": [[0.4967, 1.8228, 2.9721], [-0.5599, -1.4575, -1.6352], [-0.4390, -0.1218, -0.0229], [0.6565, -0.7977, -2.8076], [1.7786, 1.2976, 2.9074], [0.2097, 0.1183, -3.3875], [0.9381, -1.5171, -3.4495], [1.4738, -0.2654, -2.1964], [-0.3036, 1.2560, 1.9478]], "forces_ev_per_angstrom": [[-0.233, -0.008, -0.105], [0.056, 0.177, 0.349], [0.056, -0.284, -0.480], [-1.182, 5.648, 2.512], [-1.392, -0.064, -0.682], [0.559, -1.690, 0.739], [1.338, -2.511, -2.213], [-0.807, -1.351, -0.921], [1.605, 0.083, 0.801]], "total_charge": -1, "lumo_energy_ev": 3.203, "de_lowest_ev": 0.880}

---

Record 9
{"formula": "CH5S3", "method": "ωB97M-V/def2-TZVPD", "symbols": ["S", "S", "S", "C", "H", "H", "H", "H", "H"], "coordinates": [[0.5450, -0.6914, -0.8505], [-1.2435, -3.7977, 2.2108], [1.4943, 1.1242, -0.5935], [0.2732, 2.3301, -1.2715], [-0.2483, -3.2790, 1.5009], [0.4333, 2.4339, -2.3503], [-0.7775, -3.2329, 3.3385], [0.2270, 3.2761, -0.7393], [-0.7036, 1.8367, -1.2451]], "forces_ev_per_angstrom": [[-0.024, -0.093, -0.037], [-0.103, -0.099, 0.388], [-0.265, 0.505, 0.102], [-0.310, -1.135, -0.625], [0.208, 0.270, -0.339], [0.284, 0.459, 0.140], [-0.105, -0.079, -0.109], [0.255, 0.102, 0.002], [0.061, 0.069, 0.479]], "total_charge": -1, "lumo_energy_ev": 3.229, "de_lowest_ev": 0.428}

---

Record 10
{"formula": "CH5S3", "method": "ωB97M-V/def2-TZVPD", "symbols": ["S", "S", "S", "C", "H", "H", "H", "H", "H"], "coordinates": [[2.6472, -0.2861, 0.6077], [-0.3239, 1.2331, 0.0458], [-1.0235, -0.6291, -0.1588], [-2.6797, -0.6891, -0.9913], [3.0376, 0.7518, 1.2887], [-2.5301, 0.1776, -1.7117], [1.3565, 0.1996, 0.0876], [-3.5081, -0.3264, -0.2770], [-3.0747, -1.7547, -1.3569]], "forces_ev_per_angstrom": [[-0.508, -1.404, -1.082], [-0.498, 1.162, -0.366], [-0.634, -2.549, 0.213], [-1.288, 1.031, 0.429], [-0.098, 1.073, 0.434], [-0.778, -1.546, 0.035], [1.115, 0.349, 0.802], [1.194, -0.492, -0.828], [1.495, 2.376, 0.363]], "total_charge": -1, "lumo_energy_ev": 3.546, "de_lowest_ev": 0.913}

---

Record 11
{"formula": "CH6BN5O3", "method": "ωB97M-V/def2-TZVPD", "symbols": ["O", "O", "O", "N", "N", "N", "N", "N", "C", "B", "H", "H", "H", "H", "H", "H"], "coordinates": [[-0.5166, 3.8728, 1.4040], [-0.8960, 1.4032, 1.8941], [0.5488, 2.0561, -0.4147], [-0.1094, -1.3478, -0.1052], [0.5552, 0.8333, -0.5412], [-0.2668, -2.4305, 0.7703], [-0.6441, 0.2577, 1.4443], [0.8366, 0.2350, -1.9599], [-0.0429, -0.0688, 0.3397], [-0.6006, 2.7088, 1.5186], [0.3483, -2.2747, 1.6069], [1.5502, 0.9479, -2.5123], [-0.0825, -3.3155, 0.1643], [0.7368, -0.7902, -1.9489], [-1.3388, -2.4977, 0.9754], [-0.0784, 0.4103, -2.6354]], "forces_ev_per_angstrom": [[0.204, 2.184, -0.245], [-0.113, 1.877, 0.705], [0.010, -0.369, -0.337], [1.456, 2.389, -1.287], [0.599, -0.343, -2.096], [-2.294, -0.611, -0.461], [-0.332, -2.003, 1.116], [-2.668, 4.027, -2.864], [-0.493, -2.844, -0.984], [-0.318, -1.876, 0.353], [-0.802, -0.967, -0.334], [-1.101, -2.761, 1.834], [0.215, 1.526, 1.613], [1.567, -0.237, 0.322], [2.054, -0.049, 0.533], [2.015, 0.058, 2.131]], "total_charge": 2, "lumo_energy_ev": [-10.781, -11.712], "de_lowest_ev": 4.460}

---

Record 12
{"formula": "CH6BNO3", "method": "ωB97M-V/def2-TZVPD", "symbols": ["O", "O", "O", "N", "C", "B", "H", "H", "H", "H", "H", "H"], "coordinates": [[-1.7726, -1.3955, -0.1199], [-3.0040, 0.7090, 0.1155], [-0.8725, 0.8101, -0.5249], [0.6513, 0.1056, -1.0286], [1.5304, 0.2838, 0.0706], [-1.8755, -0.0664, -0.1315], [-2.6036, -1.7458, -0.3001], [0.5350, -0.9013, -1.0228], [2.5200, -0.2541, 0.0185], [1.2020, -0.0801, 0.9895], [1.5834, 1.2715, 0.3153], [-2.8635, 1.5384, 0.4291]], "forces_ev_per_angstrom": [[1.817, -0.303, 0.165], [-1.825, -5.270, -0.423], [-3.197, 1.554, 1.210], [2.987, -3.662, 1.809], [2.400, -0.961, -1.952], [0.928, 4.321, -1.227], [-2.336, -1.499, -0.154], [-0.261, -0.403, -1.645], [-0.520, 0.882, -0.490], [-1.770, -1.379, 1.445], [0.868, 3.046, 0.286], [0.909, 3.676, 0.976]], "total_charge": 0, "lumo_energy_ev": [0.558, -2.164], "multiplicity": 3}

---

Copy entry 3 word for word.
{"formula": "CH5NSi2", "method": "ωB97M-V/def2-TZVPD", "symbols": ["Si", "Si", "N", "C", "H", "H", "H", "H", "H"], "coordinates": [[-1.3676, 0.0295, -1.4820], [2.9402, 0.5358, 0.9420], [0.5368, -0.2541, 0.8075], [-0.3764, 0.0196, 0.1226], [3.0427, 1.2277, 2.2286], [-2.7603, 0.4039, -1.2963], [-0.7853, 0.7974, -2.6008], [-1.3505, -1.4435, -1.6906], [3.4548, -0.8416, 1.2044]], "forces_ev_per_angstrom": [[-0.136, -0.964, 0.089], [-0.296, 0.226, -1.948], [-1.790, 1.102, -1.150], [2.247, -0.591, 0.873], [-0.100, -0.205, 1.097], [-0.188, 0.304, 0.282], [0.244, -0.015, 0.386], [0.057, 0.324, -0.261], [-0.038, -0.181, 0.632]], "total_charge": 0, "lumo_energy_ev": -0.152, "de_lowest_ev": 1.869}

---

Question: Number 5 is which compound?
Answer: CH5P